{"formula": "C8H24BaO4", "method": "ωB97M-V with the def2-TZVPD basis set", "symbols": ["O", "H", "H", "H", "H", "C", "H", "C", "O", "C", "O", "H", "H", "C", "C", "H", "H", "H", "H", "H", "C", "H", "H", "H", "H", "H", "H", "Ba", "H", "H", "H", "C", "O", "H", "H", "H", "C"], "positions_angstrom": [[-1.69191, -2.20715, 1.77890], [2.62138, -0.67452, 0.87942], [-0.61202, 1.32690, -5.09934], [2.57951, -2.72687, -0.82728], [1.01331, -2.73782, 2.80119], [-0.93459, 1.91370, 1.44753], [-0.32489, 2.05926, 2.34518], [0.30240, -2.01120, 3.19236], [-0.31245, 0.96676, 0.56752], [1.94807, -1.84071, -0.83276], [0.74587, -2.13968, -0.06639], [2.42215, 0.27003, -0.62337], [-2.00810, 1.50210, -4.01564], [-1.21515, 3.25258, 0.77308], [-0.09933, 1.59153, -3.03081], [0.44473, -1.03839, 2.71866], [3.80260, -0.78276, -0.38805], [-1.57876, 3.96695, 1.51076], [-0.28712, 3.69302, 0.40060], [-1.17522, -3.56133, 3.27391], [2.73235, -0.69210, -0.20570], [-1.08979, 2.91492, -4.41434], [-2.52889, -2.68843, 1.77626], [0.53246, -1.87580, 4.24986], [-1.76939, -2.06190, 3.86635], [0.94258, -2.80261, 0.60197], [-0.32881, 2.15019, -2.12544], [-1.69903, -1.08917, -0.68243], [-1.93004, 3.13155, -0.03948], [0.39089, -0.31268, -3.30993], [1.61975, -1.59329, -1.83471], [-0.98996, 1.84782, -4.22284], [-0.10821, 0.17498, -2.64573], [0.60770, 1.23352, 0.46445], [-1.84618, 1.49180, 1.88365], [0.93993, 1.83172, -3.26921], [-1.11585, -2.48294, 3.10180]], "mulliken_charge": [-0.40, 0.25, 0.35, 0.37, 0.24, -0.41, 0.33, -0.81, -0.29, -0.17, -0.45, 0.08, 0.25, -1.11, -0.21, 0.10, 0.42, 0.41, 0.32, 0.37, -0.82, 0.37, 0.27, 0.42, 0.37, 0.19, 0.27, 1.79, 0.25, 0.22, 0.14, -1.06, -0.40, 0.12, 0.41, 0.30, -0.45], "orbital_gap_ev": 10.605, "e_homo_ha": -0.64166, "charge": 2, "e_tot_ev": -17555.8656}


{"formula": "C5H8O", "method": "ωB97M-V with the def2-TZVPD basis set", "symbols": ["C", "H", "C", "C", "O", "H", "H", "H", "H", "H", "C", "H", "C", "H"], "positions_angstrom": [[1.62853, 0.64479, -0.62801], [1.58969, 1.41182, -1.38555], [-1.59884, 0.43553, 0.12408], [1.48961, -0.85536, -0.58998], [1.66518, -0.78753, 0.86201], [0.50636, -1.27360, -0.82490], [-3.40530, -0.42965, -0.55010], [2.29174, -1.44444, -1.04298], [-0.91979, 0.61674, 0.95271], [-1.28662, 0.82895, -0.84112], [-2.72978, -0.24109, 0.28028], [-3.02788, -0.63018, 1.25063], [1.77132, 0.57669, 0.69688], [1.90979, 1.22652, 1.55495]], "nbo_charge": [-0.36, 0.23, -0.39, -0.08, -0.50, 0.20, 0.19, 0.19, 0.20, 0.19, -0.39, 0.19, 0.13, 0.20], "de_lowest_kj_mol": 316.8, "orbital_gap_ev": 10.117, "e_homo_ha": -0.33035, "e_tot_ev": -7358.9720}


{"formula": "C4H6N2", "method": "ωB97M-V with the def2-TZVPD basis set", "symbols": ["C", "N", "H", "C", "H", "N", "H", "H", "C", "H", "C", "H"], "positions_angstrom": [[-0.34682, 0.07307, 1.29480], [-1.52940, 0.60829, 1.32310], [2.34266, -0.38064, 0.21439], [-0.91089, 0.17265, -0.76796], [1.51253, -1.68315, -0.64986], [-1.85645, 0.92283, -0.02651], [1.83286, -0.13907, -1.44854], [-1.53534, 1.90838, -0.08967], [0.20226, -0.08610, -0.03648], [-1.33045, -0.47777, -1.52287], [1.53818, -0.60173, -0.49759], [0.08087, -0.31675, 2.20719]], "nbo_charge": [-0.01, -0.25, 0.23, -0.03, 0.23, -0.48, 0.23, 0.39, -0.09, 0.22, -0.64, 0.20], "de_lowest_kj_mol": 276.4, "orbital_gap_ev": 9.434, "e_homo_ha": -0.33101, "e_tot_ev": -7222.7260}


{"formula": "C5H12N2", "method": "ωB97M-V with the def2-TZVPD basis set", "symbols": ["H", "C", "C", "H", "C", "C", "H", "H", "N", "H", "H", "H", "H", "N", "C", "H", "H", "H", "H"], "positions_angstrom": [[2.57583, -2.83169, 0.40174], [-2.27083, 2.18828, 0.49400], [0.57673, -0.29104, -0.05914], [0.08269, 1.56641, 0.90276], [-1.74559, 0.78478, 0.16480], [-0.33251, 0.56883, 0.76613], [1.18376, -0.59241, -1.96053], [-3.32634, 2.30171, 0.22067], [2.13586, -2.16373, -0.20808], [-1.70290, 2.90033, -0.11777], [-2.45582, 0.09283, 0.62763], [1.22153, 0.98692, -1.49694], [0.79032, -1.70348, 1.38983], [0.70319, 0.11601, -1.42434], [1.13052, -1.40930, 0.41374], [-0.47536, 0.04870, 1.71101], [-1.69109, 0.61508, -0.90506], [-2.19695, 2.46995, 1.54336], [2.06781, -2.47559, -1.15988]], "nbo_charge": [0.38, -0.61, 0.11, 0.20, -0.40, -0.43, 0.36, 0.21, -0.85, 0.20, 0.19, 0.36, 0.19, -0.84, -0.08, 0.21, 0.22, 0.20, 0.37], "de_lowest_kj_mol": 88.3, "orbital_gap_ev": 8.517, "e_homo_ha": -0.27555, "e_tot_ev": -8359.2206}


Copy entry 1 word for word.
{"formula": "C8H24BaO4", "method": "ωB97M-V with the def2-TZVPD basis set", "symbols": ["O", "H", "H", "H", "H", "C", "H", "C", "O", "C", "O", "H", "H", "C", "C", "H", "H", "H", "H", "H", "C", "H", "H", "H", "H", "H", "H", "Ba", "H", "H", "H", "C", "O", "H", "H", "H", "C"], "positions_angstrom": [[-1.69191, -2.20715, 1.77890], [2.62138, -0.67452, 0.87942], [-0.61202, 1.32690, -5.09934], [2.57951, -2.72687, -0.82728], [1.01331, -2.73782, 2.80119], [-0.93459, 1.91370, 1.44753], [-0.32489, 2.05926, 2.34518], [0.30240, -2.01120, 3.19236], [-0.31245, 0.96676, 0.56752], [1.94807, -1.84071, -0.83276], [0.74587, -2.13968, -0.06639], [2.42215, 0.27003, -0.62337], [-2.00810, 1.50210, -4.01564], [-1.21515, 3.25258, 0.77308], [-0.09933, 1.59153, -3.03081], [0.44473, -1.03839, 2.71866], [3.80260, -0.78276, -0.38805], [-1.57876, 3.96695, 1.51076], [-0.28712, 3.69302, 0.40060], [-1.17522, -3.56133, 3.27391], [2.73235, -0.69210, -0.20570], [-1.08979, 2.91492, -4.41434], [-2.52889, -2.68843, 1.77626], [0.53246, -1.87580, 4.24986], [-1.76939, -2.06190, 3.86635], [0.94258, -2.80261, 0.60197], [-0.32881, 2.15019, -2.12544], [-1.69903, -1.08917, -0.68243], [-1.93004, 3.13155, -0.03948], [0.39089, -0.31268, -3.30993], [1.61975, -1.59329, -1.83471], [-0.98996, 1.84782, -4.22284], [-0.10821, 0.17498, -2.64573], [0.60770, 1.23352, 0.46445], [-1.84618, 1.49180, 1.88365], [0.93993, 1.83172, -3.26921], [-1.11585, -2.48294, 3.10180]], "mulliken_charge": [-0.40, 0.25, 0.35, 0.37, 0.24, -0.41, 0.33, -0.81, -0.29, -0.17, -0.45, 0.08, 0.25, -1.11, -0.21, 0.10, 0.42, 0.41, 0.32, 0.37, -0.82, 0.37, 0.27, 0.42, 0.37, 0.19, 0.27, 1.79, 0.25, 0.22, 0.14, -1.06, -0.40, 0.12, 0.41, 0.30, -0.45], "orbital_gap_ev": 10.605, "e_homo_ha": -0.64166, "charge": 2, "e_tot_ev": -17555.8656}